Here is a cluster of 2 separate species, C2H8NS in total in a non-equilibrium geometry from OMol25. Energies are from wB97M-V/def2-TZVPD.

Values from the calculation:
- multiplicity = 2
- E_LUMO (alpha / beta) (eV) = 0.82 / -2.75
- energy above the lowest of the compared OMol25 structures with the same formula, charge and spin (kcal/mol) = 28.2
- largest force on an atom (eV Å⁻¹) = 2.68
- electronic energy (eV) = -14526.52109

Each line ends with the Mulliken charge.
CARTESIAN COORDINATES (ANGSTROEM)
1 S -0.684 -0.620 2.248  -0.1837
2 H -1.456 -1.697 2.043  0.1628
3 C 0.134 1.630 -1.836  -0.9735
4 C 0.996 0.525 -1.145  -0.0955
5 N 0.382 -0.850 -1.497  -0.6638
6 H 0.211 2.471 -1.205  0.3019
7 H 0.562 1.870 -2.779  0.2578
8 H -0.916 1.509 -1.961  0.3585
9 H 2.077 0.598 -1.599  0.2106
10 H 1.141 0.533 0.017  0.1594
11 H 0.463 -1.574 -0.840  0.2413
12 H -0.583 -0.775 -1.284  0.2242

Atomic forces in eV per Å
0.0 0.0 0.0
0.0 0.0 0.0
1.4 -0.8 1.3
0.8 -2.1 0.3
0.5 2.0 -1.0
0.2 1.4 0.6
0.3 0.2 -0.8
-0.8 -0.9 0.0
-2.1 -0.4 0.9
-0.5 0.7 -2.1
2.0 -1.1 1.4
-1.7 1.0 -0.6

Here is a cluster of 2 separate species, C9H16NS2 in total in a non-equilibrium geometry from OMol25. Energies are from wB97M-V/def2-TZVPD.

Values from the calculation:
- net charge = +1
- E_LUMO (eV) = -4.84
- energy above the lowest of the compared OMol25 structures with the same formula, charge and spin (kcal/mol) = 0.0
- largest force on an atom (eV Å⁻¹) = 2.83
- electronic energy (eV) = -32745.88948

Each line ends with the Mulliken charge.
CARTESIAN COORDINATES (ANGSTROEM)
1 C 1.407 2.136 1.904  -1.2611
2 C 1.786 0.708 1.780  0.5950
3 N 1.274 -0.190 1.038  -0.5504
4 C 2.025 -1.514 1.275  -0.7663
5 C 3.188 -1.186 2.221  -0.5059
6 C 3.000 0.289 2.648  -0.5114
7 H 2.117 2.603 2.582  0.3512
8 H 1.479 2.625 0.928  0.3149
9 H 0.403 2.247 2.323  0.3143
10 H 1.318 -2.193 1.775  0.2999
11 H 2.317 -1.969 0.321  0.3446
12 H 3.119 -1.808 3.113  0.2775
13 H 4.158 -1.273 1.713  0.2705
14 H 3.851 0.955 2.410  0.3340
15 H 2.739 0.394 3.727  0.2950
16 C -3.352 -0.533 -3.025  -0.6895
17 C -2.192 0.315 -3.505  -0.5869
18 S -0.653 0.122 -2.512  0.0492
19 C -1.012 -0.141 -0.883  0.5383
20 S -2.563 -0.489 -0.314  0.0467
21 C -3.824 -0.201 -1.624  -0.5889
22 H -4.188 -0.399 -3.713  0.3832
23 H -3.056 -1.570 -3.053  0.3532
24 H -1.910 -0.062 -4.502  0.3720
25 H -2.420 1.389 -3.586  0.4013
26 H -0.170 -0.160 -0.156  0.1455
27 H -4.216 0.821 -1.507  0.4020
28 H -4.625 -0.917 -1.377  0.3721

Atomic forces in eV per Å
-0.3 0.2 -0.3
1.2 -0.5 0.8
0.7 -0.8 0.3
-1.0 1.0 0.2
0.4 0.5 0.1
-1.0 -0.3 -0.6
-0.1 0.2 0.0
-0.2 0.1 0.2
0.1 0.1 -0.2
0.1 0.1 -0.3
-0.1 0.3 0.2
0.4 -0.2 -0.3
-0.3 -0.4 0.3
-0.4 -0.4 0.2
0.2 0.1 -0.7
0.1 0.5 0.2
0.1 -0.3 -0.1
0.5 0.5 0.4
-2.1 -0.2 -1.9
0.3 0.4 0.6
0.0 -0.3 0.1
0.0 0.0 0.0
0.0 -0.4 -0.1
0.2 0.3 0.4
0.1 -0.4 0.2
0.3 -0.2 0.2
0.3 -0.3 0.0
0.3 0.4 0.3

Here is a cluster of 10 separate species, C45H110F6N7O13PS2 in total in a non-equilibrium geometry from OMol25. Energies are from wB97M-V/def2-TZVPD.

Values from the calculation:
- net charge = +6
- E_LUMO (eV) = -11.52
- largest force on an atom (eV Å⁻¹) = 7.22
- electronic energy (eV) = -132697.00772

Each line ends with the Mulliken charge.
CARTESIAN COORDINATES (ANGSTROEM)
1 C -4.172 3.327 0.027  -0.5459
2 C -5.043 4.526 0.254  0.2327
3 O -5.467 5.407 -0.579  -0.5163
4 N -5.122 4.833 1.736  0.0316
5 H -4.777 4.056 2.280  0.2100
6 H -4.504 5.607 1.933  0.3576
7 C -6.645 5.127 2.081  -0.7498
8 H -4.507 2.426 0.541  0.5781
9 H -3.164 3.509 0.398  0.0085
10 H -4.179 3.006 -1.015  0.2398
11 H -7.281 4.359 1.639  0.3541
12 H -6.871 6.114 1.676  0.3614
13 H -6.656 5.131 3.171  0.3847
14 C -1.611 3.876 -4.577  -0.9928
15 C -2.670 2.850 -4.313  0.4857
16 O -3.815 3.183 -4.226  -0.4627
17 N -2.180 1.450 -4.283  0.4515
18 H -1.312 1.429 -3.767  -0.0098
19 H -2.768 0.874 -3.698  0.4504
20 C -2.088 0.895 -5.763  -0.6236
21 H -1.254 3.936 -5.606  0.6097
22 H -0.790 3.859 -3.860  0.1573
23 H -2.151 4.819 -4.484  0.2619
24 H -3.097 0.834 -6.171  0.4289
25 H -1.603 -0.080 -5.699  0.2035
26 H -1.508 1.595 -6.364  0.3728
27 C 3.645 0.872 1.104  -0.4364
28 C 4.763 1.600 1.916  0.1262
29 O 4.644 2.708 2.347  -0.4110
30 N 6.188 1.066 1.843  -0.0586
31 H 6.508 0.909 0.898  0.3515
32 H 6.818 1.773 2.196  0.4330
33 C 6.328 -0.184 2.633  -0.8661
34 H 3.987 0.763 0.074  0.2431
35 H 2.714 1.438 1.077  -0.1219
36 H 3.411 -0.055 1.626  0.5802
37 H 7.404 -0.299 2.766  0.4024
38 H 5.831 -1.005 2.116  0.3397
39 H 5.855 -0.148 3.614  0.3728
40 C -2.734 0.397 3.009  -0.5443
41 C -3.038 -0.519 4.150  0.3275
42 O -2.216 -1.196 4.762  -0.3763
43 N -4.506 -0.463 4.670  -0.1180
44 H -4.651 -0.085 5.595  0.3979
45 H -5.116 0.136 4.133  0.3852
46 C -5.096 -1.914 4.714  -0.7184
47 H -3.348 0.373 2.109  0.0773
48 H -1.713 0.223 2.669  -0.1661
49 H -2.820 1.435 3.330  0.5905
50 H -4.428 -2.521 5.325  0.3119
51 H -5.197 -2.361 3.725  0.2509
52 H -6.083 -1.775 5.155  0.4116
53 C 1.662 -0.511 -4.930  -0.5386
54 N 1.805 -1.896 -4.230  0.0963
55 C 3.146 -2.004 -3.478  -0.7165
56 C 0.678 -2.079 -3.160  -0.8314
57 C 1.752 -2.959 -5.391  -0.4759
58 C 0.321 -3.285 -6.003  -0.7532
59 O -0.501 -2.168 -6.170  -0.4243
60 H 2.511 -0.404 -5.606  0.4776
61 H 1.728 0.212 -4.118  0.1352
62 H 0.712 -0.262 -5.403  0.0487
63 H 3.169 -1.351 -2.606  0.1025
64 H 3.863 -1.611 -4.200  0.4186
65 H 3.205 -3.017 -3.080  0.4123
66 H -0.227 -1.708 -3.642  0.3520
67 H 1.006 -1.440 -2.340  -0.0346
68 H 0.808 -3.095 -2.786  0.6293
69 H 2.128 -3.864 -4.913  0.3899
70 H 2.436 -2.627 -6.172  0.4726
71 H -0.222 -4.056 -5.456  0.3644
72 H 0.495 -3.797 -6.950  0.5149
73 H -1.108 -2.392 -6.880  0.3173
74 C 0.236 9.140 -1.279  -0.9219
75 N -0.603 7.941 -1.676  0.1217
76 C -2.022 8.545 -1.865  -0.7676
77 C -0.083 7.282 -2.982  -0.6876
78 C -0.588 6.995 -0.456  -1.0870
79 C -1.631 5.866 -0.559  0.1361
80 O -1.449 4.936 -1.634  -0.1137
81 H -0.211 9.686 -0.448  0.4145
82 H 0.231 9.928 -2.032  0.4122
83 H 1.241 8.757 -1.099  0.3610
84 H -1.879 9.435 -2.479  0.3842
85 H -2.432 8.777 -0.882  0.3463
86 H -2.617 7.763 -2.336  0.3216
87 H 0.226 7.994 -3.747  0.4333
88 H -0.802 6.571 -3.389  0.1319
89 H 0.814 6.705 -2.757  0.3301
90 H -0.906 7.579 0.408  0.3699
91 H 0.450 6.674 -0.364  0.4608
92 H -2.586 6.392 -0.538  0.3316
93 H -1.673 5.292 0.367  -0.0895
94 H -0.972 4.153 -1.348  0.4483
95 C 7.657 5.100 -3.515  -0.9403
96 N 6.453 4.058 -3.511  -0.0419
97 C 5.966 3.874 -4.962  -0.7645
98 C 7.129 2.744 -3.046  -0.8412
99 C 5.304 4.665 -2.614  -0.8024
100 C 4.538 3.551 -1.820  -0.1316
101 O 3.828 2.600 -2.641  -0.1136
102 H 7.179 6.062 -3.702  0.4222
103 H 8.466 4.801 -4.181  0.3902
104 H 8.015 5.163 -2.487  0.4548
105 H 6.793 3.356 -5.448  0.4262
106 H 5.725 4.841 -5.405  0.3873
107 H 5.012 3.348 -4.964  0.2065
108 H 6.353 1.984 -3.134  0.2613
109 H 7.370 2.897 -1.994  0.3251
110 H 8.054 2.574 -3.596  0.4459
111 H 4.554 5.206 -3.192  0.3322
112 H 5.842 5.335 -1.943  0.3687
113 H 3.793 4.104 -1.248  0.6019
114 H 5.218 3.156 -1.065  0.0933
115 H 3.109 2.227 -2.126  0.2275
116 C -2.092 -10.385 1.617  -1.0101
117 C -2.911 -9.679 2.779  -1.0415
118 C -2.290 -8.412 3.345  -0.8123
119 C -2.156 -7.235 2.418  -0.6586
120 P -0.833 -6.055 2.888  0.1577
121 C -1.158 -5.333 4.599  -1.0898
122 C -0.111 -4.378 5.191  -0.5130
123 C -0.187 -4.265 6.750  -0.7736
124 C -1.429 -3.730 7.384  -0.9078
125 C 0.861 -6.987 2.926  -0.9990
126 C 1.550 -7.290 1.529  -1.1059
127 C 0.940 -8.468 0.786  0.5567
128 C 1.628 -8.528 -0.560  -1.5514
129 C -0.861 -4.570 1.733  -0.9830
130 C -2.288 -3.962 1.641  -0.9558
131 C -2.255 -2.654 0.869  0.3973
132 C -3.720 -2.140 0.701  -1.1797
133 H -1.216 -10.845 2.075  0.2913
134 H -1.674 -9.757 0.831  0.2988
135 H -2.722 -11.230 1.340  0.3789
136 H -3.965 -9.505 2.564  0.4162
137 H -3.059 -10.481 3.502  0.4354
138 H -2.872 -8.158 4.231  0.3036
139 H -1.300 -8.679 3.714  0.3916
140 H -2.026 -7.650 1.418  0.6252
141 H -3.068 -6.642 2.487  0.6608
142 H -1.395 -6.164 5.264  0.8331
143 H -2.162 -4.920 4.497  0.5189
144 H -0.316 -3.390 4.779  0.1253
145 H 0.875 -4.629 4.799  0.5033
146 H 0.610 -3.613 7.110  0.3950
147 H -0.018 -5.295 7.061  0.3299
148 H -1.652 -2.752 6.959  0.0637
149 H -1.287 -3.470 8.433  0.4033
150 H -2.311 -4.336 7.177  0.2999
151 H 0.617 -7.922 3.429  0.5967
152 H 1.551 -6.576 3.662  0.6650
153 H 2.604 -7.515 1.692  0.5318
154 H 1.551 -6.391 0.913  0.2686
155 H -0.113 -8.256 0.598  -0.1403
156 H 1.119 -9.444 1.235  0.2795
157 H 1.720 -7.579 -1.089  0.3153
158 H 1.035 -9.209 -1.171  0.4206
159 H 2.640 -8.929 -0.513  0.3888
160 H -0.187 -3.888 2.252  0.3958
161 H -0.465 -4.830 0.751  0.7759
162 H -2.958 -4.700 1.201  0.5329
163 H -2.760 -3.844 2.616  0.2959
164 H -1.616 -1.975 1.432  -0.0199
165 H -1.780 -2.830 -0.096  0.2081
166 H -3.884 -1.158 0.257  0.2178
167 H -4.221 -2.035 1.663  -0.0104
168 H -4.280 -2.912 0.173  0.4997
169 C 0.399 4.528 3.233  0.4756
170 F 0.926 3.373 2.777  -0.1930
171 F 1.065 4.977 4.317  -0.1964
172 F 0.399 5.512 2.267  -0.1607
173 S -1.411 4.258 3.807  1.0496
174 O -1.750 5.633 4.316  -0.6977
175 O -2.249 3.852 2.614  -0.5142
176 O -1.253 3.271 4.847  -0.6329
177 C -0.393 0.600 -0.001  0.2488
178 F -1.657 0.942 0.073  0.0316
179 F 0.195 1.077 1.157  -0.0295
180 F -0.261 -0.716 -0.123  -0.1257
181 S 0.362 1.480 -1.417  0.5631
182 O -0.067 2.881 -1.458  -1.0683
183 O 1.811 1.257 -1.343  -0.5798
184 O -0.199 0.800 -2.597  -0.8614

Atomic forces in eV per Å
-0.7 -0.7 -0.9
-0.3 4.3 -3.8
2.1 -5.0 4.8
-2.6 -0.1 -1.1
0.4 -0.3 0.3
0.2 0.7 0.3
1.5 0.4 0.4
-0.3 0.2 0.5
0.1 0.3 0.1
0.2 0.6 -0.1
0.3 0.0 0.1
0.0 -0.2 0.0
-0.4 0.0 -0.2
-0.1 0.8 0.0
-0.5 2.3 -0.7
0.6 -1.8 0.4
-1.1 -0.2 -1.7
1.4 -0.1 0.2
-0.8 -0.3 -0.2
0.0 0.3 1.2
0.2 -0.7 -0.1
0.0 -0.2 -0.1
0.1 0.0 0.3
0.0 0.0 0.3
-0.1 0.1 -0.1
0.0 0.0 0.3
1.1 0.0 1.3
-1.7 2.6 -1.8
0.4 -1.5 0.2
-0.9 -0.4 0.6
-0.2 -0.3 -0.6
0.1 0.7 0.6
0.5 -0.9 0.4
0.1 -0.5 0.1
0.5 0.4 0.3
0.1 -0.4 -0.5
-0.2 -0.6 0.0
0.5 0.0 -0.2
0.1 0.7 0.0
0.1 0.1 -0.4
2.7 -0.9 1.7
-3.4 1.9 -1.9
0.0 -2.0 -0.5
0.9 0.1 0.9
0.0 0.1 -0.9
-0.1 0.8 0.3
-0.5 -0.6 0.3
0.0 0.0 0.4
0.3 0.3 0.4
-0.2 0.3 0.1
0.2 0.5 -0.1
0.1 -0.4 0.1
0.8 0.0 1.8
-1.3 0.4 -0.7
-1.2 0.7 -0.9
2.1 0.6 -1.1
-1.2 -0.1 0.9
1.1 -0.8 0.5
-0.1 0.8 0.0
-0.2 0.0 0.0
0.4 0.1 0.0
0.1 -1.1 -0.2
-0.4 0.3 -0.2
0.5 -0.9 0.3
0.5 -0.1 -0.7
-0.2 -0.7 0.5
-0.4 0.2 -0.2
-0.8 -0.2 -0.4
0.0 -0.1 -0.4
0.0 0.1 0.2
0.2 0.1 0.7
0.5 0.2 -0.2
-0.2 0.1 -0.2
0.3 -0.1 -0.4
-0.8 1.0 0.0
1.0 -1.2 -0.3
0.1 -0.1 0.8
-0.5 -0.5 -1.0
0.7 -0.5 0.1
-1.1 1.9 -0.1
0.1 -0.7 0.5
0.2 -0.5 -0.6
0.0 0.4 0.2
-0.4 -0.2 0.0
0.2 0.2 -0.1
-0.1 0.4 -0.1
-0.5 0.5 0.4
-0.2 0.3 0.3
0.0 0.1 0.4
0.4 0.2 0.0
-0.1 -0.1 0.2
-0.4 -0.4 -0.9
0.5 0.2 0.4
0.1 0.0 0.4
-1.8 -0.2 0.7
1.2 1.1 -0.9
0.1 0.2 1.1
-1.7 1.2 0.6
0.5 -2.4 0.1
-0.5 1.1 -0.4
1.9 1.0 0.0
0.4 0.0 -0.6
-0.4 0.1 -0.2
0.1 -0.3 0.0
-0.4 0.1 -0.4
0.6 0.1 0.1
0.4 -0.5 0.2
0.4 -0.3 -0.2
0.1 -0.1 0.0
-0.4 0.0 -0.2
0.6 0.0 -0.5
-0.4 -0.1 0.2
0.0 0.2 0.2
0.1 -0.7 -0.2
-0.4 -0.2 0.3
-0.6 0.2 1.8
0.1 -0.6 -1.4
0.4 -1.1 1.6
-0.2 0.5 0.1
1.5 -0.3 0.4
-0.5 -0.9 -0.8
-0.9 0.9 -0.1
1.0 -1.0 -0.8
-0.9 1.0 -0.7
-0.6 0.1 -0.7
-0.6 0.0 1.7
0.7 1.2 -0.8
-0.1 -0.8 -0.8
-0.6 -0.9 1.3
0.5 -0.9 -0.1
-1.2 0.1 0.3
0.5 -0.3 0.3
0.1 0.0 0.2
-0.7 -0.1 -0.3
0.2 0.3 -0.9
0.0 0.3 -0.8
0.6 0.3 0.6
0.1 0.3 0.1
0.1 -0.1 0.1
0.2 0.6 -0.3
-0.2 0.0 -0.5
0.5 -0.4 0.0
0.0 0.6 -0.1
0.0 0.3 -0.1
0.2 -0.2 0.5
0.4 -0.4 -0.2
0.3 0.1 0.6
-0.1 0.2 -0.3
-0.1 -0.7 0.1
0.0 -0.2 0.5
-0.3 -0.3 -0.2
-0.1 0.8 -0.2
0.0 0.1 0.3
-0.2 0.1 -0.1
-0.1 -0.4 0.2
-0.4 0.2 0.5
-0.3 0.2 0.1
0.3 0.0 -0.4
0.0 -0.1 0.2
0.2 0.2 -0.2
0.0 0.0 0.1
0.1 0.0 -0.6
0.4 0.4 0.3
-0.1 0.2 -0.1
-0.1 0.1 -0.1
0.4 -0.1 -0.5
0.1 -0.3 0.3
-0.1 0.3 -0.2
-1.8 0.8 1.1
0.3 0.9 -0.1
-0.2 -0.7 -1.7
0.6 -1.3 0.6
-0.9 3.7 1.1
0.5 -3.1 -1.8
1.0 0.0 0.9
-0.3 -0.7 -0.8
1.1 1.4 1.4
-0.9 -0.3 -0.2
-0.4 -1.2 -1.3
0.2 0.6 0.2
1.0 1.2 -3.2
0.9 -1.9 1.3
-1.2 0.0 0.8
-0.2 -0.4 0.8

Here is a cluster of 2 separate species, C3H6O in total in a non-equilibrium geometry from OMol25. Energies are from wB97M-V/def2-TZVPD.

Values from the calculation:
- E_LUMO (eV) = 1.02
- energy above the lowest of the compared OMol25 structures with the same formula, charge and spin (kcal/mol) = 109.2
- largest force on an atom (eV Å⁻¹) = 6.83
- electronic energy (eV) = -5250.95737
- SMILES = C#C.CO

Each line ends with the Mulliken charge.
CARTESIAN COORDINATES (ANGSTROEM)
1 C 1.844 0.225 -0.065  -0.3511
2 C 1.610 -0.919 -0.081  -0.4621
3 C -0.979 0.438 -0.033  -0.0597
4 H 1.968 1.366 -0.290  0.3611
5 H 1.732 -2.035 0.074  0.3223
6 H -2.313 -0.687 0.575  0.3553
7 H 0.182 0.402 -0.070  -0.2106
8 H -1.379 1.181 -0.851  0.1999
9 H -1.055 0.838 0.963  0.3327
10 O -1.612 -0.808 -0.221  -0.4877

Atomic forces in eV per Å
2.1 6.4 -1.2
1.5 -6.4 0.8
1.7 2.5 -2.2
-0.2 -3.0 0.8
-0.7 2.1 -0.5
2.1 -1.4 -3.1
-3.7 -0.1 -0.7
0.7 -1.0 1.7
-0.9 0.3 0.5
-2.4 0.5 3.8

Here is the ion C4H6NO with charge +1 in a non-equilibrium geometry from OMol25. Energies are from wB97M-V/def2-TZVPD.

Values from the calculation:
- net charge = +1
- E_LUMO (eV) = -5.70
- energy above the lowest of the compared OMol25 structures with the same formula, charge and spin (kcal/mol) = 103.7
- largest force on an atom (eV Å⁻¹) = 3.15
- electronic energy (eV) = -7770.40016

Each line ends with the Mulliken charge.
CARTESIAN COORDINATES (ANGSTROEM)
1 C -1.635 -1.127 0.084  -0.4193
2 C -2.108 0.204 -0.034  -0.1634
3 C 0.172 0.842 0.019  0.4932
4 C 2.545 -0.059 0.017  -0.6210
5 N 1.264 0.468 0.015  0.1103
6 O -0.985 1.226 0.007  -0.2766
7 H -2.449 -1.850 0.067  0.2848
8 H -2.617 0.396 -0.988  0.3385
9 H -2.796 0.534 0.756  0.3335
10 H 3.137 0.372 -0.791  0.2940
11 H 2.444 -1.136 -0.130  0.3267
12 H 3.028 0.130 0.977  0.2994

Atomic forces in eV per Å
0.1 0.5 0.0
-0.6 -0.8 0.0
2.7 -1.3 0.0
1.6 -0.8 0.1
-2.9 1.3 0.0
-1.1 1.2 0.0
-0.2 0.0 0.0
0.1 0.0 -0.1
0.2 0.0 0.1
-0.1 0.0 0.1
0.2 0.1 0.0
-0.1 0.0 -0.1

Here is a cluster of 2 separate species, C5H13OP in total in a non-equilibrium geometry from OMol25. Energies are from wB97M-V/def2-TZVPD.

Values from the calculation:
- E_LUMO (alpha / beta) (eV) = 0.31 / -0.57
- energy above the lowest of the compared OMol25 structures with the same formula, charge and spin (kcal/mol) = 78.9
- largest force on an atom (eV Å⁻¹) = 3.14
- electronic energy (eV) = -16728.84879

Each line ends with the Mulliken charge.
CARTESIAN COORDINATES (ANGSTROEM)
1 C 0.880 -0.437 1.890  -1.1142
2 C -1.412 -0.713 1.038  -1.4180
3 C 0.471 -1.774 -0.292  -1.4442
4 C 0.310 2.773 -1.778  -0.9309
5 C 0.028 -0.814 0.690  0.8736
6 O -1.620 2.350 -0.009  -0.5773
7 P -0.713 1.560 -0.866  0.5308
8 H 1.866 -0.936 1.822  0.3673
9 H 0.926 0.776 2.011  0.2373
10 H 0.345 -0.913 2.719  0.2862
11 H -1.860 -1.381 1.754  0.4149
12 H -2.143 -0.670 0.164  0.3118
13 H -1.518 0.217 1.545  0.4814
14 H 1.496 -1.744 -0.688  0.3835
15 H 0.358 -2.819 -0.063  0.3954
16 H -0.169 -1.794 -1.202  0.3068
17 H 0.732 3.619 -1.151  0.2935
18 H 1.302 2.333 -1.984  0.3210
19 H -0.210 2.934 -2.787  0.3056
20 H -1.489 0.970 -1.828  -0.0245

Atomic forces in eV per Å
0.2 1.5 -0.8
-1.5 0.6 -1.7
0.2 -1.0 -2.9
1.6 -0.4 -0.9
-0.5 1.3 0.8
-0.9 0.3 1.3
1.3 0.5 0.9
-0.2 0.8 0.1
0.0 -3.1 0.0
0.2 0.5 0.4
0.3 -1.1 0.3
1.1 -0.2 0.9
-0.3 1.1 0.3
-0.1 0.6 0.5
-0.1 -0.8 1.2
0.2 0.6 0.4
-1.7 -0.5 -0.7
-0.4 -0.4 -0.5
0.9 0.6 1.6
-0.3 -0.8 -1.1